ORCA calculation (the ωB97M-V functional and the def2-TZVPD basis) on one molecule with the formula CCl2F2 in a non-equilibrium geometry.

Computed properties:
molar mass = 120.9 g mol⁻¹
ΔE to the lowest compared entry with this formula, charge and spin = 6.0 kcal/mol
HOMO energy = -0.4284 Eh
charge = 0
lowest unoccupied orbital energy = 0.549 eV
SMILES string = FC(F)(Cl)Cl
maximum force = 4.64 eV/A

Geometry (Å):
F -0.035 1.094 -1.030
C -0.015 0.373 -0.023
F 0.022 1.092 1.040
Cl -1.506 -0.650 0.012
Cl 1.518 -0.639 -0.009

***

ORCA calculation (the ωB97M-V functional and the def2-TZVPD basis) on CCl2FNO as an isolated structure in a non-equilibrium geometry.

Computed properties:
molar mass = 131.9 g mol⁻¹
ΔE to the lowest compared entry with this formula, charge and spin = 51.3 kcal/mol
HOMO energy (alpha / beta) = -0.2914 / -0.2914 Eh
charge = 0
lowest unoccupied orbital energy (alpha / beta) = -0.898 / -0.895 eV
maximum force = 3.62 eV/A

Geometry (Å):
C -0.645 0.183 0.443
N 0.650 -0.864 -1.666
O 1.545 -0.314 -1.226
F -1.661 0.961 0.312
Cl 0.869 1.063 0.415
Cl -0.758 -1.029 1.723

***

ORCA calculation (the ωB97M-V functional and the def2-TZVPD basis) on an isolated ion of composition CCl2O3P and charge -1 in a non-equilibrium geometry.

Computed properties:
molar mass = 161.9 g mol⁻¹
ΔE to the lowest compared entry with this formula, charge and spin = 19.1 kcal/mol
HOMO energy = -0.1777 Eh
charge = -1
lowest unoccupied orbital energy = 3.598 eV
SMILES string = O=C(Cl)OP([O-])Cl
maximum force = 1.88 eV/A

Geometry (Å):
O -1.886 1.580 -0.363
C -1.232 0.572 -0.236
Cl -2.169 -1.020 0.047
O 0.004 0.384 -0.358
P 1.214 -0.341 0.780
O 1.425 -1.784 0.540
Cl 2.644 0.609 -0.410

***

ORCA calculation (the ωB97M-V functional and the def2-TZVPD basis) on one molecule with the formula CCl3F in a non-equilibrium geometry.

Computed properties:
molar mass = 137.4 g mol⁻¹
ΔE to the lowest compared entry with this formula, charge and spin = 11.1 kcal/mol
HOMO energy = -0.4075 Eh
charge = 0
lowest unoccupied orbital energy = 0.572 eV
SMILES string = FC(Cl)(Cl)Cl
maximum force = 5.29 eV/A

Geometry (Å):
F 0.048 0.064 1.373
C 0.067 -0.059 0.134
Cl 1.289 -0.969 -0.517
Cl 0.177 1.577 -0.527
Cl -1.581 -0.614 -0.464

***

ORCA calculation (the ωB97M-V functional and the def2-TZVPD basis) on one molecule with the formula CCl3OP in a non-equilibrium geometry.

Computed properties:
molar mass = 165.3 g mol⁻¹
ΔE to the lowest compared entry with this formula, charge and spin = 0.0 kcal/mol
HOMO energy = -0.3720 Eh
charge = 0
lowest unoccupied orbital energy = -0.575 eV
SMILES string = O=C(Cl)P(Cl)Cl
maximum force = 1.32 eV/A

Geometry (Å):
O -1.929 0.426 -0.633
C -0.934 -0.124 -0.271
Cl -1.014 -1.301 1.012
P 0.813 0.482 -0.743
Cl 1.980 -1.102 -0.270
Cl 1.083 1.621 0.905

***

ORCA calculation (the ωB97M-V functional and the def2-TZVPD basis) on a 2-piece molecular cluster, CCl4OS overall in a non-equilibrium geometry.

Computed properties:
molar mass = 201.9 g mol⁻¹
ΔE to the lowest compared entry with this formula, charge and spin = 73.5 kcal/mol
HOMO energy (alpha / beta) = -0.3193 / -0.3411 Eh
charge = 0
lowest unoccupied orbital energy (alpha / beta) = -1.755 / -0.931 eV
maximum force = 3.38 eV/A

Geometry (Å):
C 0.900 -0.605 0.027
O -0.089 1.192 0.001
S -1.423 1.551 -0.547
Cl -0.305 -0.957 -1.137
Cl 2.536 -0.445 -0.623
Cl 1.060 -1.731 1.348
Cl -2.679 0.995 0.931

***

ORCA calculation (the ωB97M-V functional and the def2-TZVPD basis) on CCl6CuO27Y as an isolated structure in a non-equilibrium geometry.

Computed properties:
molar mass = 809.2 g mol⁻¹
HOMO energy (alpha / beta) = -0.0545 / -0.0545 Eh
charge = -3
2S+1 = 2
lowest unoccupied orbital energy (alpha / beta) = 4.342 / 1.982 eV
maximum force = 12.93 eV/A

Geometry (Å):
Y 0.335 -0.528 -0.861
Cu 1.858 2.577 -4.121
Cl -2.795 0.051 -3.281
O -1.662 0.804 -3.886
O -3.629 1.058 -2.813
O -3.565 -0.864 -4.000
O -2.179 -0.620 -2.168
Cl -0.623 1.044 4.465
O 0.070 -0.104 4.907
O -0.066 1.521 3.268
O -1.990 0.988 4.531
O -0.279 2.059 5.373
Cl 0.622 -3.754 -1.653
O -0.406 -4.626 -1.418
O 0.294 -2.687 -2.444
O 0.807 -2.984 -0.450
O 1.909 -4.390 -1.999
Cl -2.776 -1.541 1.310
O -2.971 -1.970 2.671
O -1.489 -0.860 1.103
O -3.047 -2.555 0.365
O -3.756 -0.598 0.989
Cl 3.001 -0.292 1.984
O 1.627 -0.517 1.390
O 3.294 1.000 2.469
O 2.934 -1.096 3.161
O 3.896 -1.009 1.058
Cl 0.261 3.565 -0.147
O 0.511 3.719 -1.589
O 1.128 4.387 0.504
O -1.095 4.001 0.220
O 0.215 2.176 0.054
C 2.374 0.505 -2.299
O 3.356 1.137 -2.594
O 1.280 0.869 -2.474
O 2.556 -0.466 -1.628

***

ORCA calculation (the ωB97M-V functional and the def2-TZVPD basis) on a 2-piece molecular cluster, CCl6NP overall in a non-equilibrium geometry.

Computed properties:
molar mass = 269.7 g mol⁻¹
ΔE to the lowest compared entry with this formula, charge and spin = 102.4 kcal/mol
HOMO energy (alpha / beta) = -0.3775 / -0.3498 Eh
charge = 0
lowest unoccupied orbital energy (alpha / beta) = -2.503 / -3.993 eV
maximum force = 1.82 eV/A

Geometry (Å):
C 1.505 0.367 -0.119
N -0.716 -0.895 -0.980
P -0.428 0.265 0.100
Cl 2.219 1.594 0.892
Cl 2.144 -1.203 0.266
Cl 1.635 0.710 -1.786
Cl -2.079 -1.893 -0.880
Cl -3.661 1.610 0.579
Cl -0.619 -0.556 1.927

***

Copy entry 8 word for word.
ORCA calculation (the ωB97M-V functional and the def2-TZVPD basis) on a 2-piece molecular cluster, CCl6NP overall in a non-equilibrium geometry.

Computed properties:
molar mass = 269.7 g mol⁻¹
ΔE to the lowest compared entry with this formula, charge and spin = 102.4 kcal/mol
HOMO energy (alpha / beta) = -0.3775 / -0.3498 Eh
charge = 0
lowest unoccupied orbital energy (alpha / beta) = -2.503 / -3.993 eV
maximum force = 1.82 eV/A

Geometry (Å):
C 1.505 0.367 -0.119
N -0.716 -0.895 -0.980
P -0.428 0.265 0.100
Cl 2.219 1.594 0.892
Cl 2.144 -1.203 0.266
Cl 1.635 0.710 -1.786
Cl -2.079 -1.893 -0.880
Cl -3.661 1.610 0.579
Cl -0.619 -0.556 1.927

***

Which formula does entry 7 have? CCl6CuO27Y

***

Which value of charge does entry 8 give? 0